Entry from the OMol25 dataset: a molecular structure, C25H29LuN3P2 (ωB97M-V/def2-TZVPD).

```
60
Properties=species:S:1:pos:R:3
C -1.7213 2.9341 -3.7237
C -1.4898 1.7342 -3.0744
C -0.1243 1.2961 -2.9943
C 0.9220 2.2422 -3.0762
C 0.6599 3.4637 -3.7084
C -0.6532 3.7808 -4.0752
C 2.1754 1.8081 -2.4006
C 2.5073 0.4405 -2.8722
C 1.4316 -0.4703 -2.8223
C 1.6790 -1.8802 -2.7287
C 2.9379 -2.3261 -3.1034
C 3.9735 -1.4099 -3.3916
C 3.7724 -0.0361 -3.2367
H -2.7592 3.2222 -3.9315
H 1.4808 4.1577 -3.9261
H -0.8719 4.7023 -4.6193
H 2.9961 2.5069 -2.5633
H 3.1213 -3.4078 -3.1472
H 4.9413 -1.8019 -3.7235
H 4.5931 0.6645 -3.4071
N 0.1301 -0.0347 -2.7699
Lu 0.5896 0.6423 0.0793
C -2.5501 0.9069 -2.3940
H -2.5612 -0.1266 -2.7734
H -3.5404 1.3658 -2.5134
C 0.5946 -2.7676 -2.1745
H -0.3276 -2.6987 -2.7685
H 0.9255 -3.8137 -2.1325
P -2.1635 0.7980 -0.5627
P 0.1628 -2.1814 -0.4566
C 1.4183 -3.1386 0.4845
H 1.1864 -3.0768 1.5543
H 1.4274 -4.1932 0.1718
H 2.4033 -2.6918 0.3165
C -1.3227 -3.2146 -0.1941
H -1.0681 -4.2865 -0.2066
H -1.7657 -2.9638 0.7764
H -2.0609 -3.0111 -0.9812
C -2.7464 2.4558 -0.0443
H -3.7842 2.6148 -0.3702
H -2.6932 2.5150 1.0488
H -2.1069 3.2375 -0.4725
C -3.5574 -0.2305 0.0048
H -3.4884 -0.3135 1.0962
H -4.5167 0.2390 -0.2620
H -3.5025 -1.2345 -0.4339
H 1.9188 1.7000 -1.1410
H 2.2403 -0.1188 0.2525
N -0.1171 0.2700 7.4689
C -0.1761 0.2626 6.2958
C -0.2116 0.2380 4.8584
C -0.4171 -0.9698 4.1840
C -0.3923 -0.9914 2.8048
N -0.1188 0.1265 2.0791
C 0.0350 1.3245 2.7258
C -0.0061 1.3984 4.1060
H -0.5791 -1.8990 4.7293
H -0.5765 -1.9077 2.2363
H 0.1658 2.2220 2.0965
H 0.1331 2.3584 4.6084
```

Output
HOMO in eV: -9.1
Net charge: +1

Results of the Mulliken charge analysis, in e, for atoms 1 through 8: atom 1 (C): -0.798, atom 2 (C): 0.053, atom 3 (C): 0.782, atom 4 (C): 0.411, atom 5 (C): -1.054, atom 6 (C): -0.633, atom 7 (C): -0.170, atom 8 (C): 0.272

=====

Entry from the OMol25 dataset: a molecular structure, C25H29N13SeTi (ωB97M-V/def2-TZVPD).

```
69
Properties=species:S:1:pos:R:3
Ti 1.4716 1.4179 0.7001
N 1.5935 -2.1384 0.6245
C 2.9129 -2.2769 0.0599
C 3.6708 -0.9531 0.0702
N 2.8522 0.1265 -0.5161
H 1.4019 -2.6896 1.4433
H 0.8641 -2.1923 -0.0777
H 2.8459 -2.6305 -0.9767
H 3.5134 -3.0130 0.6080
H 4.5924 -1.0758 -0.5153
H 3.9416 -0.6571 1.0857
H 2.2814 -0.2447 -1.2865
H 3.4455 0.8270 -0.9607
N -0.3246 3.8829 -1.1158
C -0.5286 3.8314 0.2529
N -1.3979 4.5979 0.8792
N -1.2630 4.2310 2.1808
N -0.3866 3.3146 2.3140
N 0.1286 3.0144 1.0857
C 0.8992 3.5429 -1.6499
N 1.3964 4.0520 -2.7652
N 2.5987 3.4498 -2.8887
N 2.7962 2.6278 -1.9282
N 1.7230 2.6544 -1.0919
H -0.7814 4.6568 -1.5696
C -3.1424 -1.4985 1.6655
C -2.4766 -1.5392 2.8824
C -1.2470 -0.9262 3.0452
C -0.6588 -0.2431 1.9726
C -1.3283 -0.2125 0.7446
C -2.5602 -0.8320 0.5935
N 0.6042 0.3397 2.0638
N 1.2706 0.0538 3.2160
C 2.4258 0.7085 3.2138
C 3.3644 0.4923 4.2784
C 4.5543 1.1540 4.3088
C 4.9064 2.0701 3.2790
C 4.0361 2.2659 2.2340
C 2.7948 1.5936 2.1477
H -4.0962 -1.9980 1.5405
H -2.9195 -2.0632 3.7232
H -0.7176 -0.9567 3.9845
H -0.8785 0.2376 -0.1420
H -3.0397 -0.8236 -0.3754
H 3.0880 -0.2109 5.0571
H 5.2498 0.9788 5.1240
H 5.8550 2.5929 3.3223
H 4.3119 2.9502 1.4334
C -5.7666 -1.4298 -2.4395
C -4.2656 -1.5005 -2.5053
C -3.5790 -2.6589 -2.1648
C -2.1933 -2.7343 -2.2072
C -1.5227 -4.0154 -1.8001
C -1.4334 -1.6203 -2.6052
Se 0.4675 -1.7213 -2.6602
C -2.1203 -0.4381 -2.9426
C -1.4023 0.8250 -3.3475
C -3.5084 -0.4026 -2.8926
H -6.1864 -2.3863 -2.1246
H -6.2024 -1.1789 -3.4102
H -6.1032 -0.6707 -1.7293
H -4.1406 -3.5322 -1.8433
H -2.2635 -4.7766 -1.5442
H -0.8678 -3.8486 -0.9422
H -0.8739 -4.3851 -2.5961
H -0.3291 0.7288 -3.2066
H -1.7615 1.6763 -2.7635
H -1.5813 1.0523 -4.4023
H -4.0101 0.5274 -3.1475
```

Output
HOMO (spin up / spin down) in eV: -1.2 / -1.2
Net charge: -2

Results of the Mulliken charge analysis, in e, for atoms 1 through 8: atom 1 (Ti): -0.825, atom 2 (N): -0.048, atom 3 (C): -0.979, atom 4 (C): -0.474, atom 5 (N): 0.006, atom 6 (H): 0.189, atom 7 (H): -0.156, atom 8 (H): 0.257

=====

Entry from the OMol25 dataset: a molecular structure, C25H29N7O3OsS2 (ωB97M-V/def2-TZVPD).

```
67
Properties=species:S:1:pos:R:3
Os -0.3248 -1.2350 -0.4459
S -1.5537 0.5960 0.4712
C -0.0767 1.3541 0.1929
N 0.3023 2.6403 0.2181
N -0.6135 3.5150 0.0087
C -0.2644 4.8222 0.1402
C 1.0338 5.2430 0.5287
C 1.2875 6.5837 0.6373
C 0.2740 7.5125 0.3600
C -1.0018 7.1083 -0.0254
C -1.2804 5.7666 -0.1406
N 0.8996 0.3701 0.0338
N 1.0763 -0.0498 -1.2600
C 2.1095 -1.0393 -1.2575
C 1.9186 -2.1244 -2.1193
C 2.8438 -3.1751 -2.1106
C 3.9512 -3.1106 -1.2932
C 4.1534 -1.9958 -0.4681
C 3.2331 -0.9706 -0.4292
H -2.0489 3.2613 -0.6067
H 1.8004 4.5080 0.7227
H 2.2687 6.9309 0.9287
H 0.4917 8.5696 0.4437
H -1.7656 7.8427 -0.2370
H -2.2627 5.4296 -0.4418
H 1.1347 -2.1233 -2.8593
H 2.7063 -4.0101 -2.7845
H 4.6845 -3.9053 -1.3096
H 5.0455 -1.9365 0.1411
H 3.3817 -0.1002 0.1953
C 0.9853 -1.3698 2.3855
C 1.3677 -2.2550 3.5992
N 0.6951 -3.5433 3.5261
C -0.7367 -3.3298 3.4033
C -1.0560 -2.6285 2.0553
N 0.2184 -2.1863 1.3930
C 1.0162 -3.4178 1.0842
C 1.1764 -4.2760 2.3667
H 1.8615 -0.9738 1.8817
H 0.3483 -0.5328 2.6706
H 1.0932 -1.7603 4.5299
H 2.4436 -2.4269 3.6231
H -1.0745 -2.7197 4.2401
H -1.2547 -4.2864 3.4604
H -1.6855 -1.7504 2.1999
H -1.5568 -3.3128 1.3686
H 1.9763 -3.0885 0.6922
H 0.4929 -3.9658 0.2977
H 2.2249 -4.5337 2.5127
H 0.6160 -5.2069 2.2851
N -1.7635 -2.6999 -1.2963
C -2.2427 -1.5155 -1.9498
C -1.3204 -0.8110 -2.7267
C -1.5931 0.5411 -3.0105
C -2.7349 1.1199 -2.5408
C -3.7279 0.3537 -1.9084
C -3.4804 -0.9615 -1.5941
S -2.8825 2.8951 -2.5342
O -1.6372 3.4144 -3.0067
O -2.9718 3.1363 -0.9879
O -4.1257 3.2526 -3.1124
H -2.4877 -3.1613 -0.7537
H -1.3298 -3.3766 -1.9207
H -0.5165 -1.3080 -3.2428
H -0.8720 1.1359 -3.5570
H -4.6625 0.8201 -1.6215
H -4.2068 -1.5487 -1.0458
```

Output
HOMO in eV: -14.1
Net charge: +2

Results of the Mulliken charge analysis, in e, for atoms 1 through 8: atom 1 (Os): 1.606, atom 2 (S): -0.283, atom 3 (C): 0.117, atom 4 (N): -0.637, atom 5 (N): 0.322, atom 6 (C): 0.362, atom 7 (C): -0.156, atom 8 (C): -0.739

=====

Entry from the OMol25 dataset: C25H29N7S in the gas phase (ωB97M-V/def2-TZVPD).

```
62
Properties=species:S:1:pos:R:3
C -6.6495 0.1613 -2.2983
C -5.3534 0.2078 -1.5488
C -5.2077 0.9746 -0.4008
C -4.0078 1.0070 0.2846
C -2.9167 0.2763 -0.1637
C -3.0597 -0.4996 -1.3061
C -4.2616 -0.5299 -1.9885
H -4.3520 -1.1358 -2.8786
H -2.2337 -1.0862 -1.6823
C -1.6185 0.3024 0.6354
C -0.4729 -0.0628 -0.2552
N 0.0572 0.6893 -1.1934
N 0.9970 -0.0406 -1.7798
N 1.0694 -1.1916 -1.2655
N 0.1572 -1.2665 -0.2927
C -0.0746 -2.4705 0.4689
H -1.1532 -2.6686 0.4601
C 0.7437 -3.6201 -0.1199
C 2.1560 -3.4339 0.4577
C 2.0040 -2.4833 1.6601
H 2.4156 -1.5024 1.4174
C 0.4969 -2.3584 1.8844
H 0.1185 -3.1950 2.4741
H 0.2220 -1.4329 2.3882
H 2.5128 -2.8539 2.5484
H 2.5782 -4.3924 0.7565
H 2.8098 -2.9908 -0.2911
H 0.7425 -3.5997 -1.2074
H 0.3067 -4.5620 0.2132
N -1.4968 1.5761 1.3199
C -1.1897 2.7339 0.4912
H -1.9495 3.5054 0.6703
C 0.2025 3.3276 0.8012
N 1.1211 2.2918 1.1936
C 2.1223 1.8396 0.4247
N 2.7963 0.7707 0.6845
C 3.7820 0.5579 -0.2393
C 4.6754 -0.5064 -0.2465
C 5.6110 -0.5892 -1.2585
C 5.6738 0.3710 -2.2610
C 4.7991 1.4429 -2.2690
C 3.8630 1.5284 -1.2590
S 2.6481 2.7525 -1.0078
H 4.8413 2.1941 -3.0423
H 6.4130 0.2823 -3.0430
H 6.3067 -1.4156 -1.2701
H 4.6317 -1.2473 0.5364
C 0.7577 1.5480 2.3818
H 1.1278 0.5286 2.2575
C -0.7704 1.5868 2.5645
H -1.0544 2.5060 3.0865
H -1.0927 0.7443 3.1815
H 1.2547 1.9810 3.2604
H 0.5897 3.8404 -0.0783
H 0.1323 4.0503 1.6231
H -1.2356 2.4358 -0.5554
H -1.7027 -0.4666 1.4160
H -3.9056 1.6042 1.1770
H -6.0436 1.5540 -0.0358
H -7.0623 -0.8470 -2.2775
H -7.3764 0.8418 -1.8626
H -6.4954 0.4348 -3.3410
```

Output
HOMO in eV: -7.5
SMILES string: Cc1ccc([C@@H](c2nnnn2C2CCCC2)N2CCN(c3nc4ccccc4s3)CC2)cc1

Results of the Mulliken charge analysis, in e, for atoms 1 through 8: atom 1 (C): -1.441, atom 2 (C): 1.061, atom 3 (C): -1.133, atom 4 (C): -0.712, atom 5 (C): -0.296, atom 6 (C): -0.397, atom 7 (C): -1.072, atom 8 (H): 0.415

=====

Result set for energy relative to the best compared isomer or geometry (same formula, charge and spin): 38.7 30.0 0.0 0.0 kcal/mol, one per record in the order listed.
Result set for max |F|: 3.648 0.450 0.731 1.541 eV/Å, one per record in the order listed.